# 1
{
  "formula": "C9H15ClFIN2O7",
  "method": "ωB97M-V/def2-TZVPD",
  "elements": ["O", "C", "F", "N", "C", "O", "N", "C", "C", "O", "C", "C", "C", "C", "C", "I", "H", "H", "H", "H", "H", "H", "H", "H", "H", "H", "H", "H", "H", "H", "H", "O", "Cl", "O", "O", "O"],
  "coordinates": [[-1.833, 1.372, -3.338], [-1.452, 0.264, -2.895], [-2.434, -0.727, -2.651], [-0.053, -0.014, -2.575], [0.137, -0.577, -1.227], [0.950, -1.536, -1.120], [-0.526, -0.114, 0.029], [-0.780, -1.298, 0.961], [-1.776, -0.729, 2.098], [-1.261, 0.426, 2.823], [0.070, 0.796, 2.398], [0.191, 0.980, 0.779], [1.759, 1.130, 0.462], [1.926, 2.229, -0.708], [2.296, 3.710, -0.208], [1.149, 4.429, 1.496], [0.569, 0.782, -2.778], [-1.485, 0.252, -0.182], [0.184, -1.752, 1.364], [-1.397, -2.096, 0.377], [-2.095, -1.533, 2.862], [-2.761, -0.412, 1.568], [0.812, -0.007, 2.791], [0.406, 1.776, 2.913], [-0.329, 1.973, 0.483], [2.234, 1.600, 1.410], [2.317, 0.151, 0.288], [2.753, 1.851, -1.412], [0.943, 2.320, -1.311], [3.433, 3.853, -0.038], [2.046, 4.420, -1.088], [-0.162, -5.095, 0.218], [-1.197, -4.709, -0.716], [-1.923, -3.567, -0.180], [-2.112, -5.807, -0.912], [-0.599, -4.340, -1.980]],
  "forces_ev_per_a": [[1.7, -4.9, 1.7], [-1.9, 4.2, -1.5], [3.3, 1.8, -0.1], [-3.2, -0.3, 2.1], [4.8, -5.2, -1.4], [-3.7, 4.7, 0.0], [-1.1, -0.3, -0.1], [-1.7, -1.0, 1.4], [-0.4, -0.4, -0.5], [0.9, 0.0, -1.1], [0.3, -0.7, 0.1], [1.6, 2.2, 1.8], [-0.3, 1.2, 0.4], [0.2, -0.3, -0.1], [0.9, 0.0, -2.1], [0.5, -0.2, -0.6], [-0.6, -0.4, 0.0], [0.8, -0.3, 0.0], [-1.3, 0.9, -0.8], [1.4, 1.0, 0.8], [0.9, 1.1, -1.4], [1.5, -0.4, 0.8], [-1.0, 1.2, -1.0], [-1.0, -1.5, -1.1], [0.9, -1.7, 0.6], [-0.9, -0.9, -1.5], [-1.0, 1.3, 0.0], [-1.2, 0.8, 0.9], [1.5, -0.2, 0.9], [-2.0, -0.4, 0.2], [0.3, -1.1, 1.7], [-0.3, 0.4, 0.0], [0.6, -1.7, -0.7], [-0.7, 0.3, 0.1], [0.2, 0.6, 0.2], [-0.2, 0.3, 0.3]],
  "relative_energy_kcal_mol": 0.0,
  "e_lumo_ev": -1.8,
  "fmax_ha_per_bohr": 0.1409,
  "e_homo_ev": -8.732,
  "molar_mass_g_mol": 444.6
}

=====

# 2
{
  "formula": "C4H6N2",
  "method": "ωB97M-V/def2-TZVPD",
  "elements": ["C", "C", "C", "N", "N", "C", "H", "H", "H", "H", "H", "H"],
  "coordinates": [[-3.558, -0.344, -0.003], [-2.369, -0.096, -0.089], [-1.074, 0.523, -0.084], [-0.025, -0.197, -0.086], [1.148, 0.399, -0.010], [2.323, -0.486, 0.012], [-4.534, -0.705, 0.236], [-1.105, 1.578, 0.153], [1.287, 1.448, 0.013], [2.013, -1.486, -0.400], [3.046, -0.073, -0.750], [2.847, -0.561, 1.008]],
  "forces_ev_per_a": [[1.5, -0.1, 0.1], [-1.5, 0.2, 0.1], [-1.2, -0.6, 0.5], [0.1, 0.4, -0.3], [1.6, 0.4, 0.4], [0.5, 0.4, -1.1], [0.1, 0.1, -0.3], [0.4, 0.4, -0.3], [-0.5, -1.8, 0.0], [0.2, 1.0, 0.8], [-0.4, -0.4, 0.9], [-0.7, 0.0, -0.9]],
  "relative_energy_kcal_mol": 88.1,
  "e_lumo_ev": 1.0,
  "fmax_ha_per_bohr": 0.0367,
  "e_homo_ev": -8.068,
  "smiles": "C#C/C=N/NC",
  "molar_mass_g_mol": 82.1
}

=====

# 3
{
  "formula": "C6H7N",
  "method": "ωB97M-V/def2-TZVPD",
  "elements": ["C", "C", "C", "C", "N", "C", "C", "H", "H", "H", "H", "H", "H", "H"],
  "coordinates": [[2.698, -0.690, 0.595], [-0.538, 0.852, -0.339], [1.240, -0.560, 0.352], [-1.211, 1.892, -0.777], [0.643, 0.452, -0.041], [-1.640, -0.961, 0.054], [-2.848, -1.013, -0.059], [-0.647, -1.376, 0.316], [-0.725, 2.834, -1.000], [-2.283, 1.821, -0.897], [3.087, -1.499, -0.028], [2.856, -1.003, 1.629], [3.265, 0.225, 0.399], [-3.899, -0.972, -0.205]],
  "forces_ev_per_a": [[0.1, 0.2, 0.0], [0.3, 0.7, -0.2], [-0.1, -0.1, 0.0], [-0.1, -0.2, 0.1], [-0.2, -0.4, 0.1], [-0.8, -0.5, 0.1], [0.7, 0.2, 0.0], [0.2, 0.2, -0.1], [0.0, -0.1, 0.0], [0.0, -0.1, 0.0], [-0.1, 0.0, 0.0], [0.0, 0.0, -0.1], [0.0, -0.1, 0.0], [-0.1, 0.0, 0.0]],
  "relative_energy_kcal_mol": 151.4,
  "e_lumo_ev": [0.1, 0.1],
  "fmax_ha_per_bohr": 0.0178,
  "e_homo_ev": [-7.747, -7.747],
  "molar_mass_g_mol": 93.1
}

=====

# 4
{
  "formula": "C20H41Cl22N2O2PS",
  "method": "ωB97M-V/def2-TZVPD",
  "elements": ["C", "C", "O", "C", "P", "C", "C", "C", "C", "S", "C", "N", "N", "C", "O", "H", "H", "H", "H", "H", "H", "H", "H", "H", "H", "H", "H", "H", "H", "H", "H", "H", "H", "H", "Cl", "C", "Cl", "H", "H", "Cl", "C", "Cl", "H", "H", "Cl", "C", "Cl", "H", "H", "Cl", "C", "Cl", "H", "H", "Cl", "C", "Cl", "H", "H", "Cl", "C", "Cl", "H", "H", "Cl", "C", "Cl", "H", "H", "Cl", "C", "Cl", "H", "H", "Cl", "C", "Cl", "H", "H", "Cl", "C", "Cl", "H", "H", "Cl", "C", "Cl", "H", "H"],
  "coordinates": [[2.442, -0.540, 2.530], [1.105, -0.085, 1.728], [1.284, -0.283, 0.310], [0.353, 0.479, -0.504], [-1.438, 0.573, 0.163], [-3.126, 0.646, 1.058], [-4.381, 0.333, 0.093], [-5.707, 0.613, 0.998], [-6.383, 2.037, 0.683], [-6.646, 3.102, 2.176], [-5.056, 3.620, 2.911], [-4.791, 3.721, 4.318], [-3.512, 4.105, 4.589], [-2.889, 4.274, 3.320], [-3.836, 4.005, 2.326], [3.034, -1.275, 1.896], [2.195, -0.990, 3.548], [3.078, 0.411, 2.644], [0.877, 0.983, 2.042], [0.280, -0.790, 2.092], [0.772, 1.556, -0.575], [0.316, 0.032, -1.566], [-1.000, 1.659, 1.035], [-1.988, 0.968, -1.092], [-1.318, -0.827, 0.541], [-3.267, 1.737, 1.399], [-3.168, 0.007, 1.999], [-4.371, -0.757, -0.273], [-4.378, 1.056, -0.800], [-6.436, -0.236, 0.788], [-5.378, 0.507, 2.092], [-7.421, 1.807, 0.246], [-5.781, 2.596, -0.102], [-1.811, 4.575, 3.099], [-2.283, 3.114, -1.759], [-3.238, 3.086, -3.247], [-3.762, 1.442, -3.640], [-4.118, 3.713, -3.115], [-2.631, 3.469, -4.065], [-1.688, -0.790, 4.343], [-3.102, -0.530, 5.372], [-4.595, -0.987, 4.541], [-3.000, -1.135, 6.271], [-3.156, 0.524, 5.640], [-7.809, 2.436, 6.810], [-6.534, 3.357, 7.617], [-7.211, 4.510, 8.774], [-5.882, 2.666, 8.148], [-5.964, 3.901, 6.866], [5.507, -1.793, 1.701], [5.477, -3.386, 2.463], [4.456, -3.407, 3.912], [5.091, -4.112, 1.750], [6.493, -3.654, 2.748], [9.356, -1.839, -1.193], [8.145, -0.620, -0.779], [7.165, -0.186, -2.184], [7.494, -1.020, -0.004], [8.651, 0.271, -0.412], [-0.019, -2.246, 6.941], [1.405, -2.752, 6.024], [1.072, -2.778, 4.289], [2.217, -2.053, 6.217], [1.694, -3.751, 6.343], [-0.177, 0.583, -4.000], [1.297, 0.072, -4.832], [1.061, 0.026, -6.583], [2.095, 0.775, -4.601], [1.570, -0.924, -4.486], [1.558, 2.717, -8.407], [0.603, 2.679, -9.893], [0.079, 1.033, -10.270], [-0.275, 3.309, -9.766], [1.211, 3.055, -10.714], [-0.042, -4.189, -9.344], [0.636, -2.668, -9.937], [1.651, -2.933, -11.360], [-0.178, -1.998, -10.204], [1.240, -2.220, -9.151], [0.063, -2.252, -1.801], [-0.463, -3.423, -3.016], [0.738, -3.594, -4.303], [-0.607, -4.389, -2.537], [-1.401, -3.083, -3.451], [12.696, -3.859, 2.647], [11.735, -3.473, 1.215], [10.006, -3.644, 1.538], [11.938, -2.445, 0.920], [12.012, -4.150, 0.410]],
  "forces_ev_per_a": [[-0.1, 1.2, -0.9], [0.7, -1.3, 1.5], [-0.7, 0.5, 0.4], [0.9, 0.9, -1.1], [0.2, -0.5, 1.5], [-1.5, 0.9, -0.5], [-0.1, 0.3, 1.3], [0.6, -0.7, -0.4], [0.8, -1.3, -0.5], [1.0, 0.6, 0.2], [3.8, 0.7, 4.3], [-1.5, -0.8, -3.2], [1.1, 0.4, -5.5], [-3.4, -0.9, 2.9], [0.1, -0.1, 0.4], [-1.0, 0.9, 0.9], [0.5, 1.0, -1.7], [-0.7, -1.5, 0.0], [0.1, -1.2, -0.7], [0.8, 1.2, -0.4], [-0.7, -1.3, -0.1], [0.4, 0.8, 1.9], [-0.2, -0.2, -0.3], [0.3, -0.7, 0.5], [-0.1, 0.2, -0.4], [0.2, -1.4, -0.4], [0.2, 0.6, -1.3], [0.0, 1.7, 0.4], [0.1, -1.2, 1.2], [0.6, 1.2, 0.3], [-0.7, 0.4, -1.6], [1.4, 0.9, 0.9], [-0.8, -0.6, 1.0], [-2.0, -0.6, 0.1], [-0.2, 0.9, -0.4], [-0.1, 0.2, -0.2], [0.0, 0.0, -0.1], [0.1, -0.2, 0.1], [0.0, -0.2, 0.1], [-0.1, 0.2, 0.0], [0.1, 0.2, 0.2], [-0.1, 0.0, 0.1], [0.0, 0.0, -0.2], [0.0, -0.1, -0.2], [0.1, -0.1, 0.0], [0.3, 0.0, -0.1], [0.1, 0.0, 0.1], [-0.2, 0.1, 0.0], [-0.2, -0.1, 0.0], [0.2, -0.1, -0.1], [0.2, -0.3, 0.0], [0.2, -0.1, -0.1], [-0.1, 0.2, 0.1], [-0.2, 0.1, 0.0], [0.0, 0.1, -0.1], [0.0, 0.1, 0.2], [0.0, 0.1, 0.1], [0.1, 0.0, -0.2], [0.0, -0.1, -0.2], [0.1, -0.1, 0.3], [0.2, -0.1, 0.0], [-0.3, -0.7, 0.3], [-0.2, 0.0, -0.1], [-0.2, 0.1, -0.1], [-0.1, 0.1, -0.2], [0.3, -0.1, 0.1], [0.0, -0.2, 0.1], [-0.2, 0.0, -0.1], [-0.2, 0.1, -0.1], [0.0, 0.3, -0.2], [0.0, 0.3, -0.1], [-0.1, 0.0, -0.1], [0.1, -0.2, 0.1], [0.0, -0.2, 0.1], [0.0, 0.1, 0.1], [0.0, 0.2, 0.1], [0.0, 0.1, 0.0], [0.1, -0.2, 0.0], [0.0, -0.2, -0.1], [-0.1, -0.6, -0.1], [-0.3, -0.1, 0.1], [0.0, -0.1, -0.1], [0.1, 0.1, -0.1], [0.2, 0.1, 0.0], [0.1, 0.0, -0.1], [0.1, 0.1, -0.2], [0.0, -0.1, 0.1], [-0.1, -0.1, 0.1], [-0.1, 0.0, 0.2]],
  "e_lumo_ev": 0.2,
  "fmax_ha_per_bohr": 0.1126,
  "e_homo_ev": -7.675,
  "smiles": "CCOC[PH3]CCCCSc1nnco1.ClCCl.ClCCl.ClCCl.ClCCl.ClCCl.ClCCl.ClCCl.ClCCl.ClCCl.ClCCl.ClCCl",
  "molar_mass_g_mol": 1184.6
}

=====

# 5
{
  "formula": "C29H77FO10Zn",
  "method": "ωB97M-V/def2-TZVPD",
  "elements": ["Zn", "F", "C", "C", "O", "H", "H", "H", "H", "H", "C", "C", "C", "O", "H", "H", "H", "H", "H", "H", "H", "H", "C", "C", "C", "O", "H", "H", "H", "H", "H", "H", "H", "H", "C", "C", "C", "O", "H", "H", "H", "H", "H", "H", "H", "H", "C", "C", "C", "O", "H", "H", "H", "H", "H", "H", "H", "H", "C", "C", "C", "O", "H", "H", "H", "H", "H", "H", "H", "H", "C", "C", "C", "O", "H", "H", "H", "H", "H", "H", "H", "H", "C", "C", "C", "O", "H", "H", "H", "H", "H", "H", "H", "H", "C", "C", "C", "O", "H", "H", "H", "H", "H", "H", "H", "H", "C", "C", "C", "O", "H", "H", "H", "H", "H", "H", "H", "H"],
  "coordinates": [[-0.217, 1.833, -0.612], [-0.603, 0.173, 0.476], [2.586, 3.799, 2.273], [2.175, 2.547, 1.495], [1.342, 2.770, 0.386], [2.918, 3.615, 3.295], [1.837, 4.587, 2.344], [3.463, 4.255, 1.814], [1.687, 1.873, 2.199], [3.028, 1.990, 1.110], [0.211, -3.094, 0.727], [1.638, -2.795, 0.224], [2.022, -3.714, -0.940], [1.560, -1.536, -0.338], [0.167, -4.088, 1.173], [-0.493, -3.140, -0.103], [-0.031, -2.409, 1.539], [2.352, -2.800, 1.048], [1.393, -3.481, -1.800], [1.776, -4.744, -0.682], [3.089, -3.625, -1.147], [0.864, -1.076, 0.136], [3.254, 1.348, -2.535], [1.922, 0.764, -3.009], [2.094, -0.629, -3.626], [1.052, 0.702, -1.896], [3.666, 0.670, -1.787], [3.110, 2.308, -2.039], [4.002, 1.409, -3.325], [1.557, 1.467, -3.758], [2.608, -0.624, -4.587], [1.115, -1.081, -3.790], [2.662, -1.267, -2.949], [1.359, -0.074, -1.422], [-3.177, -2.364, 1.247], [-3.252, -1.180, 2.266], [-4.036, -1.584, 3.569], [-2.000, -0.798, 2.768], [-2.545, -3.129, 1.699], [-2.821, -2.040, 0.269], [-4.176, -2.765, 1.076], [-3.716, -0.303, 1.816], [-5.121, -1.598, 3.471], [-3.859, -0.921, 4.416], [-3.662, -2.507, 4.012], [-1.500, -0.554, 1.986], [-3.000, -4.399, -2.021], [-2.151, -3.715, -3.139], [-0.961, -4.593, -3.578], [-2.948, -3.437, -4.197], [-3.230, -5.447, -2.214], [-3.946, -3.901, -1.812], [-2.470, -4.479, -1.071], [-1.708, -2.769, -2.828], [-0.440, -4.097, -4.397], [-1.362, -5.543, -3.930], [-0.293, -4.842, -2.754], [-2.735, -3.992, -4.951], [-1.463, 5.045, -2.962], [-0.494, 3.875, -3.423], [0.631, 4.365, -4.352], [0.160, 3.389, -2.232], [-0.978, 5.915, -2.521], [-2.086, 4.685, -2.144], [-2.062, 5.408, -3.797], [-1.024, 3.024, -3.850], [1.430, 3.627, -4.427], [1.118, 5.276, -4.003], [0.322, 4.686, -5.347], [0.815, 4.042, -1.975], [-1.710, 2.901, 2.569], [-2.542, 2.961, 1.271], [-3.682, 4.011, 1.417], [-1.612, 3.325, 0.278], [-1.210, 3.791, 2.951], [-0.895, 2.183, 2.481], [-2.359, 2.504, 3.350], [-3.053, 2.023, 1.056], [-4.396, 3.660, 2.162], [-4.147, 4.111, 0.436], [-3.358, 5.012, 1.702], [-1.368, 4.236, 0.458], [-0.033, -2.616, 4.923], [0.390, -1.151, 5.175], [1.201, -0.453, 4.061], [-0.857, -0.465, 5.135], [-1.010, -2.764, 5.384], [0.652, -3.374, 5.302], [-0.206, -2.745, 3.855], [0.825, -1.039, 6.168], [1.343, 0.583, 4.367], [0.713, -0.605, 3.099], [2.219, -0.839, 4.117], [-1.244, -0.634, 4.273], [5.723, 0.389, 3.052], [4.987, -0.740, 2.344], [4.982, -0.445, 0.834], [5.780, -1.881, 2.544], [5.119, 1.292, 2.957], [6.653, 0.668, 2.557], [5.932, 0.157, 4.096], [3.996, -0.938, 2.751], [4.284, 0.357, 0.594], [4.762, -1.364, 0.289], [5.958, -0.155, 0.443], [6.182, -1.910, 3.415], [-3.475, -0.289, -1.884], [-2.086, 0.078, -2.390], [-1.970, 0.111, -3.915], [-1.884, 1.371, -1.850], [-4.303, 0.118, -2.465], [-3.626, 0.036, -0.855], [-3.500, -1.378, -1.889], [-1.414, -0.598, -1.860], [-2.578, 0.928, -4.303], [-2.169, -0.865, -4.358], [-0.947, 0.256, -4.260], [-2.490, 1.875, -2.398]],
  "forces_ev_per_a": [[1.4, 0.5, 1.5], [0.0, 0.1, -0.3], [0.8, 0.4, -0.3], [-1.3, -0.4, -0.6], [-0.8, 0.5, -0.6], [-0.1, -0.5, 0.1], [-0.4, -0.3, -0.2], [0.0, 0.2, -0.3], [-0.2, -0.3, 0.3], [0.7, 0.1, 0.4], [1.1, -1.2, 0.5], [-1.4, -1.3, -0.7], [-0.1, -0.4, 1.0], [0.5, 1.9, -0.5], [0.1, -0.2, 0.2], [-0.1, 0.6, 0.0], [-0.4, 0.2, -0.3], [0.2, -0.2, 0.1], [0.2, 0.3, -0.1], [0.3, -0.2, 0.1], [-0.1, 0.0, -0.3], [-0.5, 0.9, 0.3], [0.1, -0.5, 0.3], [1.4, 0.5, -0.7], [-0.2, 0.2, 0.1], [-0.6, -0.2, -0.5], [0.1, -0.1, 0.2], [-0.1, 0.0, -0.1], [-0.1, 0.2, -0.2], [-0.7, -0.1, 0.1], [0.1, 0.3, 0.0], [-0.1, -0.1, 0.0], [0.0, -0.1, 0.1], [0.0, -0.6, 0.6], [-0.3, 1.0, 0.8], [-1.3, -1.2, 1.5], [0.1, 0.3, -0.2], [0.3, -0.2, -0.8], [0.0, -0.1, -0.3], [0.4, 0.0, 0.2], [-0.1, -0.1, 0.2], [-0.3, 0.0, -0.2], [0.0, -0.4, -0.4], [0.3, 0.7, -0.4], [-0.1, -0.5, -0.6], [0.9, 0.6, -0.5], [0.7, 0.1, 0.3], [1.4, -1.6, 2.0], [-0.7, -0.1, 0.4], [-1.7, 0.8, -2.3], [0.0, 0.0, -0.7], [0.1, 0.2, -0.2], [0.3, 0.4, 0.1], [-0.2, 0.2, 0.6], [0.2, 0.0, 0.1], [0.0, -0.1, -0.2], [0.1, 0.3, -0.1], [0.0, -0.1, 0.0], [0.3, -1.1, -0.5], [0.6, 2.0, 1.0], [-0.1, 0.3, -0.3], [-0.4, -0.3, -0.3], [0.7, -0.1, -0.3], [-0.3, -0.3, -0.3], [-0.2, -0.1, 0.0], [-0.1, 0.1, 0.0], [-0.2, -0.2, -0.2], [-0.1, 0.1, 0.7], [-0.4, -0.5, -0.1], [0.3, 0.0, 0.5], [-0.6, -1.6, 0.4], [0.2, 1.8, 2.5], [0.5, -0.6, -0.7], [-0.6, -0.2, -1.7], [-0.5, 0.5, -0.5], [-0.1, -0.2, -0.3], [0.1, 0.1, 0.3], [0.7, -0.2, -0.3], [-0.1, 0.0, -0.1], [-0.4, 0.0, 0.0], [0.4, -0.1, 0.2], [0.5, 0.0, 0.0], [0.6, 0.1, -0.1], [-1.5, 0.0, -1.4], [1.0, -1.0, 1.8], [-0.1, 0.8, 1.6], [0.1, 0.0, 0.3], [0.2, 0.0, -0.2], [0.2, -0.2, -0.1], [0.0, 0.2, 0.0], [-0.5, 0.2, -0.4], [0.3, 0.3, 0.0], [0.2, -0.3, -0.7], [-0.3, 0.0, -0.4], [-0.9, 0.9, -0.2], [1.7, 0.9, -0.3], [-0.3, -0.5, 0.2], [0.4, -1.7, -0.6], [-0.1, 0.2, 0.5], [0.1, -0.5, -0.1], [-0.2, 0.1, 0.1], [-0.2, 0.4, -0.2], [-0.2, -0.2, 0.0], [-0.5, 0.0, -0.1], [0.2, 0.1, 0.5], [-0.2, 0.3, 0.1], [-0.1, -1.0, -0.2], [-1.1, -0.6, 0.5], [1.0, -0.6, 0.5], [0.6, 0.8, -0.5], [0.1, 0.0, -0.3], [0.3, 0.0, 0.0], [-0.6, -0.1, -0.1], [0.5, 0.2, -0.4], [-0.3, -0.3, -0.3], [-0.9, 0.1, 0.0], [0.2, 0.5, 0.4], [0.1, 1.0, 0.4]],
  "relative_energy_kcal_mol": 0.0,
  "e_lumo_ev": 0.1,
  "fmax_ha_per_bohr": 0.0606,
  "e_homo_ev": -7.346,
  "molar_mass_g_mol": 670.3
}

=====

# 6
{
  "formula": "C4H7NO",
  "method": "ωB97M-V/def2-TZVPD",
  "elements": ["H", "N", "C", "C", "O", "C", "C", "H", "H", "H", "H", "H", "H"],
  "coordinates": [[-0.812, -2.122, 0.130], [-0.135, -1.370, 0.068], [-0.638, -0.215, 0.037], [-2.104, 0.146, 0.080], [0.099, 0.905, -0.043], [1.467, 0.936, -0.100], [2.331, -0.062, -0.095], [-2.718, -0.745, 0.169], [-2.291, 0.803, 0.927], [-2.372, 0.683, -0.828], [1.773, 1.974, -0.155], [3.383, 0.151, -0.147], [2.016, -1.086, -0.041]],
  "forces_ev_per_a": [[-0.2, 0.3, 0.0], [0.3, -0.1, 0.0], [-0.8, -0.7, 0.1], [0.3, 0.0, 0.0], [-0.1, 0.4, 0.0], [0.4, 0.2, 0.0], [0.0, -0.3, 0.0], [0.0, 0.0, 0.0], [0.0, 0.1, 0.0], [0.0, 0.1, 0.0], [0.0, -0.1, 0.0], [0.2, 0.3, 0.0], [0.0, 0.0, 0.0]],
  "relative_energy_kcal_mol": 37.5,
  "e_lumo_ev": 1.0,
  "fmax_ha_per_bohr": 0.0202,
  "e_homo_ev": -9.267,
  "smiles": "[H]/N=C(\\C)OC=C",
  "molar_mass_g_mol": 85.1
}